(1)
Entry from the Open Molecules 2025 dataset: a single C5H11NO molecule in a non-equilibrium geometry (wB97M-V/def2-TZVPD).

```
18
Properties=species:S:1:pos:R:3:mulliken_charge:R:1
O 1.881 3.031 0.089 -0.479
C 0.832 2.532 -0.221 -0.046
C 0.680 1.209 -0.908 -0.414
C -0.574 0.435 -0.538 -0.607
C -0.407 -0.255 0.822 -0.604
C 0.189 -1.659 0.710 -0.660
N -0.714 -2.707 0.287 -0.598
H -0.111 3.067 -0.010 0.332
H 1.593 0.632 -0.820 0.239
H 0.667 1.464 -1.979 0.361
H -1.418 1.125 -0.502 0.351
H -0.794 -0.339 -1.270 0.270
H 0.231 0.337 1.491 0.331
H -1.315 -0.245 1.404 0.367
H 1.002 -1.557 -0.021 0.262
H 0.765 -1.893 1.602 0.322
H -1.657 -2.465 0.586 0.280
H -0.849 -2.711 -0.722 0.293
```

Output
Lowest unoccupied orbital energy   0.92 eV
Energy relative to the best compared isomer or geometry (same formula, charge and spin)   31.5 kcal/mol
HOMO level   -9.64 eV
Strongest force on any atom   1.54 eV/A
Frontier orbital gap   10.56 eV


(2)
Entry from the Open Molecules 2025 dataset: a gas-phase ion, C5H8NS (charge +1) in a non-equilibrium geometry (wB97M-V/def2-TZVPD).

```
15
Properties=species:S:1:pos:R:3:mulliken_charge:R:1
C 0.254 0.680 1.129 -0.222
C 0.208 0.643 -1.480 0.193
C -0.034 -1.315 2.218 -0.283
C -1.301 -0.898 0.262 -0.516
C 0.981 1.505 -2.337 -0.744
N -0.268 -0.501 1.194 0.023
S -0.883 -0.591 -1.574 0.036
H 1.043 0.941 1.873 0.215
H -0.546 -2.116 2.643 0.334
H 0.718 -0.900 2.891 0.211
H -1.614 -1.895 0.201 0.417
H -2.197 -0.320 0.672 0.387
H 1.718 0.777 -2.690 0.327
H 1.539 2.157 -1.770 0.290
H 0.381 1.834 -3.233 0.332
```

Output
Lowest unoccupied orbital energy (spin up / spin down)   -5.06 / -5.49 eV
Energy relative to the best compared isomer or geometry (same formula, charge and spin)   169.4 kcal/mol
HOMO level (spin up / spin down)   -12.56 / -12.71 eV
Total charge   +1
Strongest force on any atom   3.54 eV/A
Frontier orbital gap (spin up / spin down)   7.50 / 7.22 eV


(3)
Entry from the Open Molecules 2025 dataset: a molecular structure, C2H4ClPS3 in a non-equilibrium geometry (wB97M-V/def2-TZVPD).

```
11
Properties=species:S:1:pos:R:3:mulliken_charge:R:1
C -0.854 -1.007 0.280 -0.462
C 0.626 -0.710 0.620 -0.620
P -0.158 1.650 -0.593 0.538
S -0.619 3.469 -0.747 -0.263
S -1.608 0.233 -0.894 -0.063
S 0.747 1.022 1.217 -0.059
Cl 1.883 0.915 -2.231 -0.424
H -1.030 -1.965 -0.171 0.378
H -1.424 -1.193 1.209 0.343
H 1.009 -1.396 1.531 0.344
H 1.427 -1.018 -0.220 0.288
```

Output
Lowest unoccupied orbital energy   -1.81 eV
Energy relative to the best compared isomer or geometry (same formula, charge and spin)   30.7 kcal/mol
HOMO level   -9.74 eV
Strongest force on any atom   3.35 eV/A
Frontier orbital gap   7.93 eV


(4)
Entry from the Open Molecules 2025 dataset: 2 unconnected molecules or ions with the total composition C4H11N2 in a non-equilibrium geometry (wB97M-V/def2-TZVPD).

```
17
Properties=species:S:1:pos:R:3:mulliken_charge:R:1
C 0.890 2.960 0.166 -0.235
C 0.047 -0.893 0.351 0.356
C -0.733 -1.033 1.617 -1.430
C 0.005 -1.286 -2.104 -0.791
N 0.543 1.895 0.721 -0.359
N -0.519 -1.234 -0.779 -0.076
H 0.875 3.945 0.635 0.244
H 1.014 3.102 -0.984 0.192
H 1.108 -0.655 0.451 0.424
H -1.728 -0.524 1.676 0.397
H -0.196 -0.643 2.401 0.395
H -0.912 -2.028 2.011 0.432
H 0.768 -0.450 -2.292 0.284
H 0.655 -2.254 -2.216 0.316
H -0.711 -1.142 -2.857 0.360
H 0.353 1.789 1.704 0.188
H -1.458 -1.550 -0.501 0.305
```

Output
Lowest unoccupied orbital energy   -4.43 eV
Energy relative to the best compared isomer or geometry (same formula, charge and spin)   66.8 kcal/mol
HOMO level   -13.48 eV
Total charge   +1
Strongest force on any atom   4.46 eV/A
Frontier orbital gap   9.05 eV


(5)
Entry from the Open Molecules 2025 dataset: a molecular structure, C10H23BBaClCrO2 in a non-equilibrium geometry (wB97M-V/def2-TZVPD).

```
39
Properties=species:S:1:pos:R:3:mulliken_charge:R:1
Cr 0.040 -0.089 0.147 0.040
Cl -0.419 2.100 -0.828 -0.833
C -1.899 -0.216 0.723 -1.033
H -1.858 -0.698 1.708 0.146
H -2.469 -0.834 0.017 0.281
H -2.348 0.786 0.805 0.210
Ba 0.501 0.334 -2.848 1.943
C 2.857 0.913 -3.361 -1.744
C -1.054 0.046 -4.781 -1.696
C 0.326 -1.514 -1.085 -1.716
H -1.188 -0.984 -4.445 0.283
H -1.684 0.866 -4.372 0.250
H -0.156 0.293 -5.361 0.270
H 3.161 -0.020 -2.892 0.275
H 2.518 0.895 -4.402 0.316
H 2.777 1.849 -2.772 0.256
H -0.558 -2.102 -1.516 0.176
H 1.458 -1.695 -1.284 0.381
C 2.074 0.882 4.425 -1.954
C 1.836 -0.412 3.706 1.854
C 2.895 -1.436 4.080 -2.033
O 1.953 -0.243 2.272 -0.265
B 0.875 -0.921 1.743 0.717
O 0.178 -1.723 2.647 -0.605
C 0.333 -0.971 3.884 1.845
C 0.172 -1.876 5.068 -2.067
C -0.704 0.144 3.947 -2.018
H 3.095 1.223 4.281 0.499
H 1.932 0.727 5.499 0.315
H 1.407 1.682 4.109 0.339
H 3.888 -1.039 3.854 0.485
H 2.872 -1.632 5.152 0.353
H 2.790 -2.388 3.544 0.354
H 0.384 -1.312 5.978 0.312
H -0.852 -2.230 5.137 0.514
H 0.827 -2.743 5.039 0.369
H -0.668 0.844 3.096 0.253
H -1.713 -0.278 3.970 0.534
H -0.586 0.728 4.862 0.394
```

Output
Lowest unoccupied orbital energy (spin up / spin down)   4.43 / 4.43 eV
Multiplicity   4
HOMO level (spin up / spin down)   1.02 / 0.31 eV
Total charge   -2
⟨S²⟩   3.894
Strongest force on any atom   2.03 eV/A
Frontier orbital gap (spin up / spin down)   3.41 / 4.12 eV


(6)
Entry from the Open Molecules 2025 dataset: 2 unconnected molecules or ions with the total composition C12H27BBrF4OP (wB97M-V/def2-TZVPD).

```
47
Properties=species:S:1:pos:R:3:mulliken_charge:R:1
C -0.347 -4.167 2.650 -0.886
C 1.127 -4.423 2.286 -0.328
O 1.321 -4.769 0.926 -0.467
C 1.768 -3.768 0.025 -0.768
C 0.644 -3.113 -0.804 -0.747
C 0.505 -1.588 -0.679 -0.750
C 0.319 -1.070 0.751 0.359
C 0.865 0.350 0.951 -1.332
P -0.133 1.622 0.150 0.336
C 0.834 3.066 -0.320 -0.512
C 0.508 3.397 -1.785 -1.474
C -1.509 2.093 1.242 -1.009
C -2.969 1.779 0.863 0.111
C -3.821 1.638 2.112 -1.464
Br -3.161 0.168 -0.211 -0.094
H -0.680 -4.827 3.451 0.323
H -0.532 -3.139 2.964 0.209
H -0.971 -4.369 1.779 0.275
H 1.510 -5.264 2.866 0.414
H 1.757 -3.559 2.538 0.277
H 2.465 -4.271 -0.649 0.345
H 2.354 -3.009 0.563 0.432
H -0.302 -3.602 -0.561 0.399
H 0.827 -3.326 -1.860 0.379
H 1.369 -1.104 -1.149 0.421
H -0.367 -1.293 -1.272 0.319
H -0.749 -1.080 0.993 0.283
H 0.806 -1.719 1.475 -0.110
H 1.878 0.445 0.550 0.604
H 0.899 0.612 2.013 0.539
H -0.643 1.087 -1.028 0.121
H 1.884 2.788 -0.208 0.445
H 0.613 3.894 0.356 0.489
H 0.905 2.616 -2.437 0.515
H 0.939 4.345 -2.096 0.472
H -0.572 3.424 -1.956 0.278
H -1.289 1.665 2.224 0.449
H -1.415 3.179 1.342 0.545
H -3.354 2.595 0.254 0.426
H -4.859 1.439 1.852 0.418
H -3.465 0.807 2.724 0.401
H -3.777 2.561 2.695 0.370
B 1.771 3.584 -5.137 0.572
F 1.415 3.603 -6.483 -0.359
F 1.118 4.634 -4.443 -0.416
F 1.355 2.357 -4.542 -0.418
F 3.158 3.714 -4.972 -0.396
```

Output
Lowest unoccupied orbital energy   -0.48 eV
HOMO level   -10.02 eV
Strongest force on any atom   0.37 eV/A
Frontier orbital gap   9.54 eV


| no. | energy (hartree) |
| --- | --- |
| 1 | -327.0811 |
| 2 | -647.7282 |
| 3 | -2074.7203 |
| 4 | -268.1984 |
| 5 | -2100.0871 |
| 6 | -3888.5075 |